Entry 1:
A single C4H9NO4 molecule in a non-equilibrium geometry. Source: the Open Molecules 2025 dataset; level of theory: the ωB97M-V functional and the def2-TZVPD basis.

## Properties
* SMILES string: CO/C(C)=[N+](/[O-])OCO
* energy relative to the best compared isomer or geometry (same formula, charge and spin): 6.640 eV
* HOMO-LUMO gap: 9.00 eV

XYZ file:
```
18
C4H9NO4, DFT the ωB97M-V functional and the def2-TZVPD basis
C 1.29971 -2.04713 -0.99161
C 0.40591 0.08277 1.93721
C -1.73891 1.81175 -1.11994
C 0.52859 -0.95856 -0.22320
N -0.16994 -0.14378 -0.97513
O -0.27910 -0.14833 -2.23183
O -0.77369 1.01893 -0.31725
O -3.16316 1.58983 -0.81216
O 0.88260 -0.95180 1.03446
H 0.65944 -2.99928 -1.02389
H 2.21172 -2.08483 -0.38458
H 1.70085 -1.74085 -1.90587
H -0.64425 -0.03202 2.12224
H 0.53431 1.16618 1.75058
H 0.85386 -0.11238 2.87994
H -1.51968 2.93613 -0.84167
H -1.43274 1.49960 -2.20854
H -3.33847 0.65848 -0.84861
```

***

Entry 2:
9 unconnected molecules or ions with the total composition C30H81N3O18 in a non-equilibrium geometry. Source: the Open Molecules 2025 dataset; level of theory: the ωB97M-V functional and the def2-TZVPD basis.

## Properties
* SMILES string: COCCNCCOC.COCCNCCOC.COCCNCCOC.OCCO.OCCO.OCCO.OCCO.OCCO.OCCO
* energy relative to the best compared isomer or geometry (same formula, charge and spin): 0.528 eV
* HOMO-LUMO gap: 9.12 eV

XYZ file:
```
132
C30H81N3O18, DFT the ωB97M-V functional and the def2-TZVPD basis
C 1.34436 -3.21664 3.94449
C 1.43117 -3.52574 2.44262
O 0.98670 -2.39241 1.68386
O -0.02221 -2.97146 4.47907
H 1.97860 -2.31546 4.17184
H 1.72554 -4.09444 4.49266
H 0.90785 -4.41417 2.13493
H 2.49604 -3.62016 2.12704
H 0.04583 -2.34949 1.88358
H -0.30415 -3.74547 5.02520
C 5.02946 2.59503 2.87420
C 4.61916 2.47014 1.40817
O 4.67161 1.13072 1.09102
O 4.12527 1.83399 3.72118
H 5.00939 3.61759 3.22711
H 6.11185 2.18717 2.94825
H 5.37063 3.01201 0.73814
H 3.63961 3.01274 1.26071
H 4.22554 0.98968 0.21770
H 4.34806 0.88085 3.74140
C -0.05174 0.71547 4.27396
C 0.62795 2.05659 4.58129
O 1.51452 2.47754 3.55766
O -1.17867 0.82749 3.38373
H -0.48834 0.26971 5.16501
H 0.70045 0.00614 3.88964
H 1.29647 2.15972 5.50312
H -0.05616 2.91069 4.68495
H 2.32999 2.04707 3.83630
H -0.81695 0.90339 2.48269
C -3.08177 -2.43616 2.26688
C -3.85366 -1.71556 3.32502
O -3.96487 -0.31320 3.06143
O -1.82717 -1.88818 1.86434
H -3.62173 -2.66745 1.41708
H -2.83137 -3.44736 2.75140
H -3.36930 -1.79741 4.30723
H -4.92311 -2.07640 3.39552
H -3.09623 0.07576 3.21385
H -2.05266 -1.09408 1.37936
C -0.36206 0.62417 -0.33282
C 0.98954 0.99009 0.33168
O 1.23299 2.38095 0.72147
O -1.44796 0.51906 0.63929
H -0.23787 -0.35383 -0.72447
H -0.70236 1.35774 -1.13225
H 1.77012 0.67410 -0.40914
H 1.07248 0.30650 1.17091
H 1.36730 2.44250 1.66225
H -2.23058 1.12479 0.52310
C 5.29730 -1.49339 3.65684
C 6.40669 -0.83013 2.88519
O 6.29437 -1.07979 1.51328
O 3.96547 -1.12604 3.21467
H 5.43691 -1.08056 4.71818
H 5.43164 -2.59725 3.67000
H 7.40789 -1.25148 3.16289
H 6.54507 0.29047 2.98127
H 5.92127 -0.31784 1.07586
H 4.03075 -1.06011 2.24171
C -3.34063 6.17554 -1.48436
O -2.76343 4.99041 -1.13758
C -2.61519 4.90961 0.29986
C -2.32386 3.49713 0.73355
N -3.16991 2.42931 0.21069
C -4.39624 2.11054 0.87659
C -4.88600 0.77076 0.33859
O -4.89689 1.02319 -1.07118
C -5.84687 0.37103 -1.72469
H -3.41436 6.14637 -2.59626
H -2.72814 7.06160 -1.16912
H -4.30163 6.38921 -1.05083
H -3.51362 5.36088 0.83823
H -1.80538 5.56339 0.44963
H -2.28531 3.46546 1.84782
H -1.26927 3.29599 0.45637
H -3.35734 2.42803 -0.82877
H -5.15581 2.92487 0.77407
H -4.15913 2.06578 1.94347
H -5.86056 0.57222 0.77902
H -4.14761 -0.04975 0.46859
H -6.87426 0.57722 -1.27398
H -5.75296 -0.72719 -1.66713
H -5.92963 0.66635 -2.79018
C -3.75804 -1.43160 -6.88686
O -2.66269 -0.57003 -6.48404
C -1.94721 -1.00109 -5.27573
C -2.56564 -0.51923 -3.98776
N -1.89369 -1.23653 -2.89859
C -2.40757 -2.56722 -2.62293
C -1.65713 -3.32507 -1.53662
O -2.56627 -4.18139 -0.84479
C -1.79155 -4.98972 -0.03685
H -4.17834 -0.99576 -7.80107
H -4.55532 -1.45716 -6.18516
H -3.34147 -2.40963 -7.17911
H -0.97229 -0.55340 -5.48897
H -1.88540 -2.09893 -5.25290
H -3.72101 -0.58992 -4.11406
H -2.38131 0.53633 -3.88231
H -1.61002 -0.68825 -2.17320
H -2.30447 -3.09507 -3.57892
H -3.45800 -2.42170 -2.32882
H -1.27113 -2.60402 -0.79910
H -0.87976 -3.85016 -2.04609
H -1.12878 -5.61307 -0.69998
H -2.41147 -5.71453 0.45961
H -1.25258 -4.41400 0.71581
C 1.49568 2.81759 -2.80587
O 1.37579 1.41082 -2.96780
C 1.58289 0.94409 -4.30474
C 1.58307 -0.56438 -4.29221
N 2.42074 -1.10967 -3.22783
C 3.84882 -0.75091 -3.32300
C 4.55531 -1.31919 -2.13962
O 4.04767 -0.83534 -0.91430
C 3.25978 -1.76746 -0.17785
H 2.36891 3.21803 -3.33602
H 1.61320 2.97863 -1.76071
H 0.59022 3.31515 -3.26073
H 2.55696 1.17050 -4.76581
H 0.76661 1.36163 -4.88315
H 1.93650 -0.91861 -5.28392
H 0.57295 -0.95705 -4.11893
H 2.06406 -0.60775 -2.37460
H 3.96136 0.34865 -3.42822
H 4.40816 -1.22179 -4.14878
H 5.58497 -1.00703 -2.16983
H 4.52081 -2.40865 -2.16652
H 2.62766 -1.19210 0.51308
H 3.95482 -2.42016 0.28015
H 2.51331 -2.32997 -0.76023
```

***

Entry 3:
A molecular structure, C20H19N6SSeSiY. Source: the Open Molecules 2025 dataset; level of theory: the ωB97M-V functional and the def2-TZVPD basis.

## Properties
* net charge: +2
* HOMO-LUMO gap: 6.85 eV

XYZ file:
```
49
C20H19N6SSeSiY, DFT the ωB97M-V functional and the def2-TZVPD basis
Y 0.48154 -0.57630 -0.13705
N 3.69786 0.19079 2.72328
C 2.99547 1.28158 3.22041
C 3.21664 2.12951 4.29990
C 2.28715 3.12895 4.49216
C 1.17793 3.28592 3.64271
C 0.96418 2.44433 2.57291
C 1.89536 1.42675 2.37315
N 1.95293 0.43636 1.39419
C 3.04860 -0.27166 1.64267
C 3.45703 -1.39464 0.80136
C 4.56875 -2.16995 0.89939
S 4.61957 -3.30349 -0.37373
C 3.15640 -2.69600 -0.97376
N 2.64612 -1.71210 -0.27702
H 4.57304 -0.15385 3.08506
H 4.07341 2.01846 4.95045
H 2.41691 3.81667 5.31612
H 0.48479 4.09367 3.83184
H 0.12176 2.58298 1.90635
H 5.36208 -2.12534 1.62861
H 2.69572 -3.09510 -1.86632
Se 0.64734 -3.62444 3.10762
N -1.03082 -4.07013 3.30025
C -1.74623 -3.36557 2.44137
C -3.15665 -3.40320 2.23778
C -3.67316 -2.58582 1.27857
C -2.83429 -1.72686 0.51662
N -1.53173 -1.65587 0.67733
C -0.98490 -2.46859 1.62545
N 0.32341 -2.44393 1.81006
H -3.77461 -4.06530 2.82968
H -4.73420 -2.57231 1.07460
H -3.25761 -1.08378 -0.24647
C -3.59067 2.50204 -3.52489
Si -2.18919 1.51666 -4.25925
C -0.99010 2.58534 -5.20111
C -2.80669 0.08761 -5.28449
C -1.24177 0.77907 -2.81275
C -0.61409 0.30680 -1.86977
H -4.17489 2.96909 -4.32025
H -3.21755 3.29531 -2.87501
H -4.26590 1.87290 -2.94268
H -1.48665 3.04782 -6.05617
H -0.14930 2.00124 -5.57781
H -0.59770 3.38357 -4.56900
H -3.36438 0.45787 -6.14675
H -3.47176 -0.55861 -4.70905
H -1.97917 -0.51848 -5.65658
```

***

Entry 4:
2 unconnected molecules or ions with the total composition C4H12OS2 in a non-equilibrium geometry. Source: the Open Molecules 2025 dataset; level of theory: the ωB97M-V functional and the def2-TZVPD basis.

## Properties
* SMILES string: CCSCSC.O
* energy relative to the best compared isomer or geometry (same formula, charge and spin): 0.572 eV
* HOMO-LUMO gap: 9.36 eV

XYZ file:
```
19
C4H12OS2, DFT the ωB97M-V functional and the def2-TZVPD basis
S 0.36129 -0.68008 1.95691
S -0.67469 0.01686 -0.94541
C 1.89993 -1.14636 1.04148
C -0.83261 -0.97966 0.62020
C -2.15903 1.78421 0.53150
C -0.95682 1.69581 -0.41388
H 2.76878 -0.65087 1.50645
H 1.87792 -0.88545 -0.02999
H 2.02577 -2.23814 1.13521
H -0.82386 -2.04289 0.31213
H -1.85607 -0.73781 0.96587
H -1.83669 1.29694 1.46706
H -3.10599 1.32374 0.20316
H -2.33972 2.85299 0.73564
H -0.11281 2.11927 0.16386
H -1.04058 2.26951 -1.35691
O 2.45663 -1.66592 -2.75129
H 1.53668 -1.38595 -2.96002
H 2.81181 -0.94617 -2.18202
```

***

no.,lowest unoccupied orbital energy (eV),HOMO level (eV)
1,0.73,-8.270
2,0.68,-8.436
3,-7.46,-14.309
4,0.59,-8.774